132
Properties=species:S:1:pos:R:3:forces:R:3:mulliken_charge:R:1 method="wB97M-V/def2-TZVPD" s_squared=2.0080 spin_multiplicity=3 total_charge=+1 e_lumo_ev="-5.866 / -5.826" energy_ev=-100654.1150
O 22.61445 -15.16180 12.77539 -0.037 0.334 0.588 -0.5259
H 20.20399 -0.60582 -3.12315 0.370 0.018 -0.150 0.4253
H 14.96077 -12.52033 12.17698 -0.293 0.349 -0.001 0.1510
H 22.95476 -12.75074 0.53002 0.092 -0.154 -0.221 0.2846
O 20.10596 -0.15572 11.90113 -1.315 2.311 -0.800 -0.5275
H 20.80674 0.48750 12.03065 -0.081 0.307 -0.146 0.3319
C 15.85754 -14.31263 12.67895 1.070 -0.169 0.232 -1.5059
C 21.77225 2.58425 6.08949 -0.222 -1.728 -0.013 0.4403
C 22.07844 -7.01934 6.05564 -1.562 0.473 0.197 -1.7267
H 22.30999 0.39809 5.69891 -0.479 0.231 -0.261 0.3390
H 16.09547 -14.43512 11.62231 0.494 -0.300 0.052 0.4320
H 23.00653 -15.64498 13.50643 -0.209 0.006 0.242 0.3345
C 23.63370 -14.98368 11.83168 1.157 -0.942 -1.717 0.5662
H 14.87040 -7.94048 13.08649 0.510 0.187 0.418 0.2173
H 23.46254 -9.75549 4.41223 -0.475 -0.073 -0.049 0.3816
C 23.21243 -15.70472 10.55522 0.353 -0.738 0.639 -1.2450
H 16.81053 -8.02544 -4.03398 -0.259 0.110 -0.393 0.3249
O 21.99951 -12.64718 -1.74171 -0.687 0.895 -0.265 -0.5236
H 21.16757 -0.53949 -0.90865 0.298 0.031 0.327 0.1400
H 22.37808 -13.45756 -2.09037 -0.148 -0.272 0.178 0.3374
H 25.14323 -14.79009 13.23887 -0.025 -0.152 0.565 0.3740
H 22.43468 -1.63509 11.71812 0.273 0.008 -1.124 0.3030
H 23.78597 -13.94764 11.52914 -0.423 0.438 0.472 0.1600
H 13.58837 -6.19522 13.91144 -0.003 -0.207 -0.100 0.2938
H 15.74905 -15.27983 13.16970 -0.496 -0.070 -0.160 0.3146
H 20.78186 -12.00996 -0.15464 0.039 0.702 -0.999 0.1650
C 20.54562 -1.32092 12.43887 0.922 -0.127 3.602 0.2899
H 26.53985 -2.48709 0.80365 0.196 0.543 0.689 0.2432
H 13.98639 -7.37678 11.76398 -0.131 0.356 -0.380 0.2430
H 19.82982 3.50500 6.11865 0.132 -0.009 -0.101 0.3048
H 19.89300 -8.80683 7.33374 -0.392 -0.021 0.072 0.3010
C 19.45067 -8.19042 4.54172 -1.889 -2.666 1.759 1.4500
H 16.67917 -13.84258 13.21940 0.341 0.128 -0.381 0.3723
C 14.71350 -7.03486 12.50053 -0.608 -0.048 0.057 -0.4548
C 20.41033 -1.29835 -1.10574 -0.324 1.494 -0.571 0.6074
H 19.47085 -10.36893 4.76292 -0.627 -0.101 -0.208 0.4006
C 19.19990 -9.51813 5.38808 1.339 1.316 0.851 -1.0710
H 27.05284 -9.63793 -2.18649 0.160 -0.012 -0.143 0.2631
H 19.66259 -6.12621 5.12376 -0.291 0.239 -0.224 0.3777
H 13.83500 -12.09376 14.19612 -0.105 -0.165 0.325 0.2847
H 25.91058 -3.61856 2.03446 0.209 0.160 0.141 0.1894
H 23.15062 -16.78217 10.70813 0.117 -0.183 0.354 0.2892
H 18.17563 -9.48305 5.75923 -0.144 -0.395 -0.510 0.3620
H 25.93923 -15.28561 11.88192 -0.478 -0.215 -0.926 0.3795
H 24.01414 -15.58543 9.82642 -0.543 0.405 -0.559 0.3535
C 20.10899 -9.60348 6.62184 -0.462 0.292 -0.316 -0.6687
C 24.98930 -15.45493 12.38893 -0.231 0.729 1.134 -1.3774
H 19.93889 -10.56039 7.11529 -0.099 0.057 0.216 0.3876
H 20.25895 -2.00719 0.87194 -0.252 -0.184 0.145 0.3105
O 22.31143 3.54503 6.96402 0.434 0.847 -0.699 -0.5322
H 27.13565 -8.89639 -0.59834 -0.453 0.346 0.023 0.2204
O 21.16071 -7.37459 3.05500 -0.506 -3.238 3.918 -0.4942
C 18.41838 -8.35358 3.41638 1.345 1.754 -1.847 -1.8129
H 20.49402 -0.41928 14.46257 0.009 0.417 -0.296 0.3505
C 23.33423 -8.72809 4.75296 -0.022 0.454 -1.047 -1.6475
H 19.13927 -13.05434 -1.30501 0.033 0.126 -0.368 0.3036
H 21.86531 -10.49876 5.93900 0.470 0.222 -0.431 0.4390
H 15.62071 -6.70101 11.99694 -0.045 -0.205 0.121 0.2054
H 19.40564 -6.83824 -5.14844 -0.238 0.137 -0.011 0.2860
H 17.38057 -8.31006 3.74678 0.296 -0.584 0.255 0.4070
H 22.65486 0.95456 7.29640 -0.399 0.098 0.317 0.2887
H 21.33209 -1.87955 14.45702 0.681 -0.118 -0.153 0.3617
H 19.86313 -9.31550 -5.46207 0.191 0.177 0.334 0.3174
C 19.57884 -0.72398 -2.23808 0.275 0.132 -0.675 -1.4633
H 16.90924 -6.33031 -4.68341 0.204 -0.481 -0.814 0.3383
H 22.88821 -7.01892 6.78528 0.220 -0.316 -0.412 0.4187
H 19.94609 2.19318 7.27164 0.368 0.176 0.450 0.2892
O 21.04862 -2.47203 -1.56495 0.240 -0.742 -0.039 -0.4900
H 18.30748 -9.70624 -4.74234 -0.042 0.148 0.308 0.3236
H 19.78027 1.79160 5.65454 0.167 0.091 -0.517 0.3441
H 23.65022 1.44340 6.01861 -0.038 0.440 -0.276 0.3191
H 24.09206 -8.59098 5.52432 -0.367 0.083 0.319 0.3610
C 22.08898 -13.41190 0.49264 -0.224 -0.704 -0.286 -1.2065
H 23.65102 -8.08485 3.93200 -0.113 0.112 -0.100 0.3840
C 20.27783 2.52587 6.28809 -0.961 -0.879 0.547 -1.2037
C 26.53030 -9.54188 -1.23474 2.392 -1.482 0.436 -0.5549
C 18.86817 -8.92288 -5.25231 0.256 0.381 -0.193 -1.2487
H 17.96482 -6.67026 5.10854 0.144 -0.023 -0.279 0.4237
H 21.68709 -13.40410 1.50582 -0.452 -0.123 -0.138 0.3505
H 18.53269 -7.47154 2.78627 -0.204 0.551 0.017 0.4789
C 18.98820 -6.94956 5.35912 0.753 0.498 -0.185 -1.7080
H 19.01768 -8.07459 -2.76260 0.442 -0.184 0.884 0.3180
H 17.40687 -6.67777 -3.14875 0.415 -0.057 0.298 0.3715
H 19.25039 0.29811 -2.04955 -0.433 -0.229 0.270 0.3583
H 24.80375 -9.93615 -1.76324 -0.463 0.175 -0.039 0.3104
H 22.06894 -6.08149 5.50027 0.733 -0.304 -0.727 0.3503
H 21.37558 -3.04824 11.63408 0.485 -0.260 -0.049 0.3078
C 14.67628 -13.41247 12.73488 -0.933 -1.117 -0.343 0.7526
H 21.16902 -2.30021 -2.50174 0.223 -0.315 -0.154 0.2905
O 19.65645 -7.60360 -3.30273 -0.445 -0.344 -0.325 -0.5205
H 19.70912 -1.90496 12.82262 -0.405 -0.213 -0.884 0.3267
H 19.41641 -14.15601 -0.07093 0.448 -0.471 0.059 0.3407
N 20.87407 -8.26654 4.14274 0.728 3.834 -2.775 0.3196
H 26.50052 -10.51880 -0.75220 0.661 -0.218 0.096 0.2302
O 25.23774 -9.16375 -1.39357 -2.496 1.388 -0.371 -0.4635
H 22.15304 -0.39649 13.76837 0.102 -0.119 0.065 0.3874
C 21.15595 -12.91854 -0.62649 0.358 -0.502 1.425 0.4755
C 18.88468 -7.55538 -4.51408 -0.748 -0.172 -0.662 0.3735
C 21.22926 -0.96571 13.87185 -1.070 -1.000 -1.241 -1.3095
C 21.43706 -1.97697 11.44247 -0.252 -1.650 1.064 -1.1493
C 17.41863 -7.12727 -4.14168 0.619 0.072 0.621 -1.2471
C 22.59882 1.28694 6.25983 0.107 -0.318 0.380 -1.1764
C 19.90131 -13.75325 -0.96017 -0.157 0.929 -0.018 -1.2006
H 21.01209 -1.84787 10.44706 0.654 0.448 -0.043 0.3268
H 18.42297 -8.82932 -6.24284 -0.275 0.267 0.027 0.3631
H 22.37341 -14.43194 0.23432 0.436 -0.114 0.291 0.3454
H 21.18932 -6.80542 6.64876 -0.159 -0.558 0.336 0.3814
H 20.00988 -14.47444 -1.77024 0.299 -0.267 0.347 0.3298
Ni 23.15478 -5.98810 -1.22242 0.071 -0.076 0.133 0.9876
C 21.91440 -8.34819 5.24995 1.565 -0.636 1.167 1.6000
H 27.11886 -4.34208 -0.32015 -0.198 -0.371 -0.460 0.3049
C 14.26943 -13.09192 14.14100 0.322 0.153 0.364 -1.2070
H 21.81444 2.79334 5.02056 0.935 1.104 0.096 0.2391
H 13.62248 -13.84723 14.58717 -0.257 0.073 -0.348 0.3414
H 15.18859 -13.15929 14.72299 -0.058 0.544 0.310 0.3167
H 18.64344 -9.08110 2.63654 -0.136 -0.844 0.676 0.3528
O 13.59037 -14.10385 12.06764 0.179 0.714 0.171 -0.5473
H 22.29541 3.16829 7.84687 -0.049 -0.057 0.082 0.3487
O 14.23218 -5.92361 13.25316 0.277 -0.088 -0.115 -0.5046
H 22.18497 -15.43380 10.31224 0.323 0.467 -0.615 0.3346
H 18.79010 -2.23224 -0.15993 -0.014 -0.201 0.316 0.3193
C 19.60455 -1.56452 0.12101 -0.009 -0.354 0.224 -1.2183
H 27.65855 -3.63001 1.61258 -0.030 0.052 0.242 0.2519
H 18.79298 -1.39688 -2.58123 -0.376 0.137 0.428 0.3620
O 26.33263 -4.34450 0.23071 -0.141 -2.088 -1.838 -0.4806
H 22.01838 -9.35253 7.26881 0.854 0.295 -0.401 0.2981
C 21.58119 -9.50387 6.28187 -1.206 0.218 -0.363 -1.0436
C 26.64491 -3.47997 1.24095 -0.214 1.611 1.126 -0.5025
H 19.16881 -0.65829 0.54171 0.108 0.061 -0.140 0.3572
H 13.99537 -14.47833 11.28193 -0.262 -0.140 -0.220 0.2947
H 24.94843 -16.47453 12.77213 -0.009 -0.147 -0.178 0.3567
H 18.99212 -6.99554 6.44814 0.245 -0.614 -0.002 0.2975